1.
This record from the Open Molecules 2025 dataset describes 8 unconnected molecules or ions with the total composition C57H130F3N7O7S. The level of theory is wB97M-V/def2-TZVPD.

- Spin multiplicity: 1
- Net charge: +6
- DFT total energy: -104907.4983 eV
- LUMO level: -0.406 hartree
- Highest occupied orbital energy: -0.7892 Eh

Each line ends with the Löwdin charge.
Element x y z (Å)
C 17.57 14.24 12.54  -0.0645
O 18.91 13.87 12.87  -0.1830
C 19.65 14.88 13.51  -0.1793
C 19.60 14.62 14.98  -0.0928
N 20.01 13.19 15.14  0.0639
H 20.00 12.82 14.16  0.1592
H 20.96 13.11 15.49  0.1975
C 18.97 12.33 15.82  -0.0824
C 19.55 10.96 15.87  -0.2371
O 20.07 10.67 14.62  -0.1917
C 20.92 9.50 14.55  -0.0167
H 17.59 15.12 11.89  0.0995
H 17.06 14.48 13.46  0.0653
H 17.14 13.42 12.00  0.0858
H 19.32 15.86 13.19  0.1320
H 20.67 14.67 13.19  0.1510
H 18.55 14.72 15.27  0.1051
H 20.27 15.23 15.61  0.1528
H 18.11 12.52 15.21  0.1113
H 18.82 12.77 16.81  0.1114
H 18.90 10.20 16.32  0.1193
H 20.38 11.00 16.59  0.1416
H 20.30 8.62 14.73  0.0860
H 21.82 9.59 15.16  0.1058
H 21.31 9.55 13.53  0.1094
C 18.32 8.36 12.51  -0.0459
O 17.57 8.37 13.73  -0.2213
C 16.31 9.05 13.61  -0.1630
C 15.47 8.68 14.86  -0.0980
N 16.35 8.65 16.04  0.0325
H 17.27 8.21 15.63  0.1883
H 16.56 9.60 16.30  0.1215
C 15.94 7.81 17.23  -0.0553
C 17.11 7.91 18.26  -0.1793
O 18.30 7.86 17.47  -0.2441
C 19.50 7.39 18.18  -0.0036
H 19.20 7.80 12.78  0.0953
H 18.59 9.38 12.20  0.1008
H 17.74 7.93 11.68  0.1057
H 15.75 8.78 12.70  0.1502
H 16.55 10.09 13.66  0.1020
H 14.97 7.74 14.72  0.1398
H 14.65 9.36 15.04  0.1116
H 15.88 6.78 16.88  0.1484
H 14.93 8.09 17.56  0.1247
H 17.01 7.03 18.90  0.1397
H 17.06 8.87 18.80  0.1041
H 20.21 7.23 17.39  0.0887
H 19.29 6.46 18.70  0.1104
H 19.81 8.20 18.83  0.0902
C 9.54 8.50 20.48  -0.0450
C 9.41 9.74 19.52  -0.2164
C 9.84 9.36 18.14  -0.1450
N 10.04 10.52 17.19  -0.2264
C 11.25 11.35 17.53  0.0049
C 8.78 11.39 17.04  -0.0901
C 8.45 11.42 15.59  -0.1467
C 8.86 10.00 15.14  -0.1081
C 10.23 9.98 15.75  -0.1015
H 10.33 7.85 20.10  0.0735
H 8.60 7.95 20.47  0.0908
H 9.70 8.74 21.53  0.0847
H 9.99 10.60 19.86  0.0959
H 8.37 10.01 19.60  0.1116
H 9.11 8.70 17.69  0.1555
H 10.79 8.83 18.24  0.1205
H 12.13 10.72 17.52  0.0902
H 11.13 11.62 18.57  0.0922
H 11.34 12.21 16.84  0.0990
H 8.83 12.32 17.59  0.1314
H 8.00 10.82 17.53  0.1355
H 9.00 12.23 15.07  0.0987
H 7.38 11.58 15.42  0.1467
H 8.99 9.86 14.07  0.1251
H 8.16 9.24 15.51  0.1395
H 10.92 10.63 15.22  0.1113
H 10.67 8.98 15.89  0.1414
C 10.69 12.10 12.20  -0.0883
C 11.73 12.35 11.19  -0.2349
C 11.75 13.74 10.63  -0.1719
N 12.78 14.13 9.67  -0.3010
C 12.58 15.61 9.33  -0.0688
C 13.74 16.18 8.51  -0.1392
C 15.09 16.03 9.21  -0.1489
C 15.30 14.53 9.50  -0.1314
C 14.13 13.91 10.26  -0.1245
C 12.63 13.31 8.43  0.0649
H 9.73 12.24 11.70  0.1022
H 10.79 12.71 13.09  0.0602
H 10.63 11.06 12.46  0.0750
H 11.59 11.64 10.37  0.1380
H 12.72 12.19 11.61  0.0952
H 11.89 14.47 11.44  0.1202
H 10.83 14.05 10.14  0.1532
H 12.38 16.15 10.27  0.1374
H 11.65 15.61 8.75  0.1460
H 13.62 17.23 8.27  0.1368
H 13.74 15.65 7.54  0.1254
H 15.00 16.56 10.16  0.1025
H 15.90 16.38 8.58  0.1343
H 16.16 14.45 10.17  0.0925
H 15.37 13.96 8.57  0.1298
H 14.03 14.32 11.28  0.1322
H 14.19 12.83 10.25  0.1294
H 13.30 13.78 7.73  0.0997
H 11.59 13.40 8.14  0.1309
H 12.90 12.29 8.64  0.1167
C 14.09 16.93 13.65  -0.0622
C 12.60 16.67 14.02  -0.2119
C 12.55 16.32 15.47  -0.1317
N 11.14 16.21 16.08  -0.2518
C 10.46 17.57 16.07  -0.1085
C 9.07 17.48 16.53  -0.1341
C 8.23 16.44 15.70  -0.1474
C 8.87 15.11 15.75  -0.1967
C 10.33 15.21 15.33  -0.1061
C 11.36 15.77 17.45  0.0070
H 14.75 16.10 13.92  0.0659
H 14.36 17.91 14.09  0.0912
H 14.25 17.03 12.58  0.0639
H 12.26 15.80 13.45  0.0845
H 12.01 17.55 13.77  0.1196
H 13.06 17.10 16.06  0.1371
H 13.05 15.37 15.65  0.1008
H 10.49 17.95 15.04  0.1431
H 11.08 18.24 16.67  0.1476
H 8.67 18.49 16.36  0.1482
H 8.98 17.26 17.60  0.1273
H 8.20 16.67 14.63  0.1320
H 7.21 16.46 16.08  0.1393
H 8.31 14.44 15.13  0.1156
H 8.67 14.71 16.77  0.1218
H 10.28 15.51 14.27  0.1405
H 10.97 14.32 15.31  0.1279
H 11.99 16.49 17.96  0.0905
H 11.94 14.85 17.48  0.0934
H 10.40 15.72 17.97  0.1129
C 17.55 18.26 15.03  -0.0719
C 16.64 18.34 16.24  -0.2107
C 17.41 17.89 17.50  -0.1063
N 16.61 17.53 18.72  -0.2947
C 15.71 16.38 18.53  -0.1272
C 14.82 16.09 19.72  -0.1372
C 13.97 17.39 20.10  -0.1384
C 14.90 18.56 20.33  -0.1221
C 15.85 18.76 19.12  -0.0992
C 17.58 17.30 19.79  0.0229
H 17.03 18.69 14.17  0.0897
H 17.88 17.23 14.85  0.0564
H 18.50 18.80 15.17  0.1025
H 15.79 17.67 16.09  0.0781
H 16.32 19.37 16.41  0.1208
H 18.14 18.61 17.87  0.1533
H 17.91 16.95 17.26  0.1266
H 15.15 16.63 17.62  0.1184
H 16.32 15.51 18.23  0.1195
H 14.19 15.27 19.39  0.0964
H 15.42 15.77 20.59  0.1050
H 13.38 17.59 19.22  0.0856
H 13.32 17.22 20.94  0.1250
H 14.36 19.49 20.30  0.1336
H 15.48 18.41 21.25  0.1310
H 15.31 19.14 18.24  0.1364
H 16.54 19.57 19.29  0.1508
H 18.24 16.52 19.39  0.1093
H 17.06 16.98 20.69  0.1039
H 18.28 18.14 19.96  0.1396
C 18.51 13.35 19.51  -0.0812
C 17.50 12.97 20.60  -0.1832
C 16.37 12.25 19.85  -0.1337
N 15.30 11.51 20.65  -0.2499
C 15.94 10.50 21.53  -0.1324
C 15.01 9.51 22.13  -0.1462
C 13.98 8.95 21.16  -0.1399
C 13.29 10.04 20.32  -0.1718
C 14.33 10.85 19.61  -0.0835
C 14.63 12.44 21.54  0.0142
H 19.26 14.04 19.87  0.0880
H 17.98 13.88 18.71  0.0501
H 18.98 12.45 19.07  0.0849
H 17.12 13.89 21.05  0.1076
H 17.91 12.31 21.36  0.1170
H 16.75 11.54 19.12  0.1159
H 15.82 13.00 19.26  0.1181
H 16.64 9.98 20.88  0.1317
H 16.53 11.01 22.29  0.1463
H 15.63 8.73 22.55  0.1443
H 14.52 9.91 23.00  0.1324
H 14.45 8.26 20.42  0.1216
H 13.27 8.31 21.70  0.1371
H 12.66 9.62 19.54  0.0978
H 12.64 10.71 20.89  0.1222
H 14.95 10.16 19.04  0.1153
H 13.93 11.69 19.05  0.1095
H 13.86 11.98 22.13  0.1119
H 14.16 13.27 21.00  0.1114
H 15.42 12.85 22.19  0.1281
C 14.30 12.56 14.51  -0.6168
F 13.41 11.54 14.62  0.0884
F 15.19 12.21 13.58  0.1254
F 13.60 13.58 13.94  0.0900
S 15.02 12.93 16.14  0.4020
O 15.92 14.05 15.84  -0.3137
O 13.84 13.22 16.88  -0.3027
O 15.65 11.69 16.44  -0.2882

***

2.
This record from the Open Molecules 2025 dataset describes a molecular structure, C42H42AsN6O4SSn. The level of theory is wB97M-V/def2-TZVPD.

- Spin multiplicity: 1
- Net charge: +1
- DFT total energy: -138862.9532 eV
- LUMO level: -0.100 hartree
- Highest occupied orbital energy: -0.3547 Eh

Each line ends with the Löwdin charge.
Element x y z (Å)
Sn 0.97 -0.38 0.27  1.3818
O -1.40 -2.36 -3.15  0.0322
C -0.50 -2.11 -4.12  -0.2596
C -0.93 -2.23 -5.44  -0.0101
C -0.05 -2.02 -6.48  -0.0725
C 1.29 -1.69 -6.23  -0.0869
C 1.71 -1.57 -4.92  -0.0354
C 0.84 -1.76 -3.85  -0.0895
C 1.32 -1.58 -2.45  -0.4745
O 0.43 -1.69 -1.50  -0.2814
N 2.56 -1.26 -2.25  0.0709
N 2.78 -1.11 -0.87  -0.1082
C 3.94 -1.46 -0.46  -0.0483
C 4.37 -1.56 0.92  -0.1536
C 5.73 -1.83 1.15  -0.0479
C 6.22 -2.07 2.42  -0.0940
C 5.31 -2.10 3.49  -0.0797
C 3.97 -1.86 3.29  -0.0339
C 3.46 -1.55 2.01  -0.4054
O 2.20 -1.23 1.88  -0.3073
H -0.93 -2.24 -2.30  0.0404
H -1.96 -2.50 -5.62  0.1199
H -0.39 -2.12 -7.50  0.1071
H 1.98 -1.54 -7.05  0.1019
H 2.74 -1.32 -4.70  0.1069
H 4.64 -1.78 -1.23  0.1371
H 6.40 -1.85 0.30  0.1146
H 7.27 -2.28 2.57  0.1008
H 5.67 -2.33 4.48  0.1048
H 3.27 -1.90 4.11  0.1141
S -1.71 -0.02 2.71  0.9910
C -3.08 -1.09 3.01  -0.5761
C -3.70 -1.09 4.26  -0.0988
C -4.77 -1.94 4.48  -0.0677
C -5.25 -2.73 3.45  -0.0576
C -4.66 -2.70 2.20  -0.0746
C -3.55 -1.90 1.97  -0.3980
As -2.60 -1.75 0.29  1.3721
C -2.84 0.21 0.11  -0.4452
C -3.68 1.14 1.02  -0.1448
C -4.12 2.43 0.48  -0.0277
C -3.66 2.87 -0.69  -0.0524
C -2.86 2.02 -1.56  -0.0626
C -2.54 0.76 -1.23  -0.0962
C -3.99 -2.36 -0.91  -0.4197
C -5.06 -1.57 -1.33  -0.0906
C -6.01 -2.11 -2.18  -0.0716
C -5.91 -3.43 -2.61  -0.0741
C -4.84 -4.21 -2.19  -0.0718
C -3.88 -3.67 -1.35  -0.1295
H -3.34 -0.43 5.04  0.1034
H -5.25 -1.96 5.45  0.1104
H -6.11 -3.38 3.62  0.1120
H -5.06 -3.31 1.39  0.1057
H -4.29 0.69 1.79  0.1351
H -4.84 2.99 1.05  0.1152
H -3.99 3.83 -1.07  0.1108
H -2.63 2.37 -2.56  0.1166
H -2.10 0.10 -1.97  0.1066
H -5.15 -0.54 -1.00  0.1012
H -6.84 -1.50 -2.52  0.1069
H -6.66 -3.85 -3.27  0.1069
H -4.75 -5.24 -2.53  0.1081
H -3.03 -4.28 -1.04  0.1024
N 2.58 2.84 4.33  0.0592
C 1.53 3.46 3.43  -0.0785
C 1.19 2.45 2.35  -0.2253
N 2.35 2.01 1.59  -0.0525
C 3.41 1.51 2.45  -0.1854
C 3.83 2.49 3.54  -0.0796
H 2.20 1.97 4.71  0.1806
H 2.80 3.45 5.12  0.1790
H 1.98 4.36 3.02  0.1351
H 0.67 3.72 4.05  0.1381
H 0.42 2.86 1.69  0.0912
H 0.73 1.57 2.82  0.0865
H 2.67 2.71 0.94  0.0944
H 4.29 1.25 1.86  0.1414
H 3.06 0.59 2.93  0.0967
H 4.21 3.43 3.14  0.1355
H 4.55 2.06 4.23  0.1365
O -1.33 1.95 1.08  -0.2594
N -2.21 0.97 1.25  -0.5316
N 0.67 1.36 -1.85  0.0663
C 1.62 2.40 -1.76  -0.3176
C 2.87 2.29 -2.35  -0.0292
C 3.81 3.29 -2.18  -0.0775
C 3.51 4.43 -1.43  -0.1033
C 2.25 4.55 -0.87  -0.1053
C 1.31 3.54 -1.01  -0.0632
H 0.72 0.82 -2.70  0.0938
H -0.28 1.67 -1.66  0.0535
H 3.11 1.40 -2.92  0.1073
H 4.78 3.19 -2.64  0.1073
H 4.24 5.22 -1.32  0.1000
H 1.99 5.45 -0.32  0.1044
H 0.31 3.64 -0.59  0.1116

***

3.
This record from the Open Molecules 2025 dataset describes a gas-phase ion, C10H10NO4 (charge +1). The level of theory is wB97M-V/def2-TZVPD.

- SMILES: C=[N+]=C1C(=O)OC(=O)C(=C)[C@H]2CC[C@@H]1O2
- Spin multiplicity: 1
- Net charge: +1
- DFT total energy: -20200.7913 eV
- LUMO level: -0.193 hartree
- Highest occupied orbital energy: -0.5325 Eh

Each line ends with the Löwdin charge.
Element x y z (Å)
C 0.37 -2.61 -1.68  0.1198
N 0.30 -1.72 -0.86  0.1041
C 0.62 -0.91 0.04  -0.0723
C 2.16 -0.68 -0.08  -0.3887
O 2.78 -1.68 0.01  0.2378
O 2.67 0.53 -0.11  0.2091
C 1.81 1.65 -0.32  -0.3339
O 2.29 2.72 -0.37  0.2549
C 0.33 1.36 -0.41  -0.1849
C -0.29 1.03 -1.54  0.1639
C -0.25 1.50 0.98  -0.2242
C -1.78 1.19 1.08  -0.0782
C -1.73 -0.32 0.95  -0.0977
C -0.23 -0.64 1.26  -0.1860
O 0.41 0.52 1.85  -0.0020
H 0.83 -3.69 -1.45  0.1684
H -0.18 -2.57 -2.80  0.1868
H 0.39 0.96 -2.37  0.1102
H -1.33 0.67 -1.50  0.1107
H -0.02 2.57 1.34  0.2030
H -2.37 1.71 0.33  0.1291
H -2.00 1.54 2.06  0.1210
H -2.52 -0.93 1.67  0.1922
H -2.04 -0.65 0.02  0.0698
H -0.21 -1.54 1.89  0.1872

***

4.
This record from the Open Molecules 2025 dataset describes a molecular structure, C42H35B2F8MnN7O14. The level of theory is wB97M-V/def2-TZVPD.

- Spin multiplicity: 6
- DFT total energy: -137622.1502 eV
- Expectation value of S²: 8.752
- LUMO level (alpha / beta): -0.074 / -0.077 hartree
- Highest occupied orbital energy (alpha / beta): -0.3470 / -0.3470 Eh

Each line ends with the Löwdin spin population.
Element x y z (Å)
Mn -1.85 -1.71 2.12  4.7495
B -1.14 -0.72 0.12  0.0062
F -0.82 0.07 -0.92  0.0012
F -0.11 -1.27 0.80  0.0303
F -1.64 0.09 1.10  0.0409
F -2.09 -1.64 -0.08  0.0335
B -1.51 -4.16 2.45  0.0050
F -0.43 -3.57 1.81  0.0253
F -2.55 -3.61 1.79  0.0415
F -1.55 -5.54 2.31  0.0009
F -1.64 -3.53 3.68  0.0228
C 0.90 6.02 0.97  0.0000
C -0.22 5.82 0.17  0.0000
C -1.07 4.78 0.56  0.0000
C -0.82 4.04 1.70  0.0000
C 0.26 4.26 2.56  0.0000
C 1.13 5.27 2.16  0.0000
N -1.78 2.94 2.10  0.0000
O -2.80 2.75 1.48  0.0001
O -1.55 2.33 3.12  0.0001
H 1.57 6.81 0.68  0.0000
H -0.26 6.44 -0.71  0.0000
H -1.93 4.40 0.03  0.0000
H 0.39 3.75 3.50  0.0000
H 2.00 5.59 2.70  0.0000
C -1.35 2.83 -2.21  0.0000
C -0.01 2.86 -2.64  0.0000
C 0.37 3.83 -3.58  0.0000
C -0.63 4.69 -4.12  0.0000
C -1.91 4.54 -3.76  0.0000
C -2.29 3.63 -2.77  0.0000
N -0.23 5.64 -5.21  0.0000
O -1.07 6.40 -5.69  0.0000
O 0.97 5.61 -5.59  0.0000
H -1.48 2.22 -1.34  0.0000
H 0.69 2.14 -2.23  0.0000
H 1.40 3.89 -3.88  0.0000
H -2.73 5.02 -4.27  0.0000
H -3.32 3.55 -2.45  0.0000
C -1.37 -4.89 -1.39  0.0000
C -2.07 -3.74 -1.77  0.0001
C -1.46 -2.83 -2.71  0.0000
C -0.19 -3.04 -3.17  0.0000
C 0.43 -4.29 -2.86  0.0000
C -0.12 -5.15 -1.95  0.0001
N 0.42 -2.21 -4.21  0.0000
O 1.65 -2.03 -4.22  0.0000
O -0.30 -1.64 -5.04  0.0000
H -1.76 -5.65 -0.73  0.0000
H -3.09 -3.50 -1.52  0.0000
H -2.06 -1.97 -2.97  0.0000
H 1.28 -4.63 -3.43  0.0000
H 0.42 -6.06 -1.77  0.0000
C 1.87 2.61 6.21  0.0001
C 1.04 2.03 7.10  0.0001
C 0.12 1.06 6.74  0.0003
C 0.17 0.60 5.40  0.0012
C 1.07 1.18 4.52  0.0003
C 1.92 2.21 4.88  0.0000
N -0.70 -0.52 4.95  0.0042
O -0.66 -0.81 3.77  0.0261
O -1.46 -1.06 5.72  0.0089
H 2.53 3.42 6.47  0.0000
H 0.98 2.30 8.14  0.0000
H -0.60 0.58 7.39  0.0000
H 1.06 0.75 3.53  0.0000
H 2.62 2.59 4.15  0.0000
C 2.54 2.27 0.34  0.0000
C 2.26 0.90 0.36  0.0001
C 3.32 0.04 0.38  0.0000
C 4.63 0.43 0.54  0.0000
C 4.94 1.77 0.64  0.0000
C 3.85 2.68 0.57  0.0000
N 5.75 -0.55 0.39  0.0000
O 6.89 -0.13 0.38  0.0000
O 5.46 -1.75 0.24  0.0000
H 1.75 2.99 0.20  0.0000
H 1.21 0.64 0.27  0.0001
H 3.11 -1.02 0.25  0.0000
H 5.94 2.17 0.76  0.0000
H 4.05 3.74 0.67  0.0000
C -5.88 0.35 -4.45  0.0000
C -7.04 0.23 -3.67  0.0000
C -6.96 -0.30 -2.41  0.0000
C -5.76 -0.78 -1.82  0.0000
C -4.60 -0.50 -2.53  0.0000
C -4.67 0.12 -3.84  0.0000
N -5.77 -1.66 -0.63  0.0000
O -4.74 -2.30 -0.39  0.0004
O -6.78 -1.73 0.10  0.0002
H -5.91 0.67 -5.48  0.0000
H -8.04 0.44 -4.02  0.0000
H -7.91 -0.41 -1.91  0.0000
H -3.68 -0.78 -2.04  0.0000
H -3.71 0.34 -4.30  0.0000
C 2.42 -3.79 0.07  0.0000
C 3.21 -4.11 -1.03  0.0000
C 4.33 -4.96 -0.91  0.0000
C 4.64 -5.55 0.36  0.0000
C 3.86 -5.14 1.50  0.0000
C 2.73 -4.35 1.30  0.0000
N 5.79 -6.43 0.51  0.0000
O 6.28 -6.56 1.66  0.0000
O 6.14 -7.10 -0.45  0.0000
H 1.57 -3.16 -0.12  0.0000
H 2.99 -3.64 -1.97  0.0000
H 4.94 -5.15 -1.79  0.0000
H 4.09 -5.61 2.45  0.0000
H 2.13 -4.09 2.16  0.0000